The following is a quantum chemistry calculation of a molecular structure, C21H13AgBrNO4, from the Open Molecules 2025 dataset.

```
41
Properties=species:S:1:pos:R:3:lowdin_charge:R:1
Ag -0.55 -1.37 -0.23 0.618
O -0.27 2.44 2.32 0.068
C -1.14 1.45 1.94 -0.471
O -1.27 0.45 2.59 0.101
C -1.89 1.83 0.69 -0.212
C -2.22 3.15 0.47 -0.035
C -2.96 3.46 -0.66 -0.076
C -3.28 2.43 -1.53 -0.015
C -2.86 1.13 -1.25 -0.156
N -2.19 0.83 -0.13 0.165
C -3.15 -0.02 -2.26 -0.688
O -3.96 0.30 -3.16 -0.081
O -2.49 -1.05 -2.11 -0.081
H 0.17 2.05 3.09 0.114
H -1.91 3.91 1.18 0.102
H -3.26 4.48 -0.87 0.092
H -3.84 2.59 -2.44 0.102
C 1.20 -0.23 -0.55 -0.159
C 2.21 0.44 -0.75 -0.224
C 3.39 1.21 -0.98 -0.288
C 4.36 0.80 -1.91 -0.059
C 5.51 1.55 -2.13 -0.126
C 5.73 2.73 -1.43 -0.145
C 4.77 3.15 -0.51 -0.125
C 3.63 2.41 -0.29 -0.058
H 4.19 -0.12 -2.46 0.105
H 6.24 1.20 -2.85 0.085
H 6.63 3.31 -1.60 0.078
H 4.93 4.07 0.04 0.085
H 2.89 2.74 0.42 0.103
Br -2.43 -7.21 3.00 0.569
C -1.96 -5.57 2.09 -0.721
C -1.67 -5.62 0.74 -0.186
C -1.32 -4.42 0.10 -0.169
C -1.24 -3.17 0.75 -0.245
C -1.56 -3.22 2.12 -0.167
C -1.92 -4.39 2.79 -0.183
H -1.70 -6.55 0.19 0.077
H -1.10 -4.48 -0.96 0.070
H -1.54 -2.30 2.69 0.059
H -2.15 -4.37 3.85 0.077
```

Values from the calculation:
Total charge: -2
HOMO in eV: -1.3
Spin multiplicity: 1
LUMO energy in eV: 4.2
Frontier orbital gap in eV: 5.56
Energy relative to the best compared isomer or geometry (same formula, charge and spin) in kcal per mole: 1.51